C29H42BBrN6OSn | wB97M-V/def2-TZVPD

XYZ file:
```
81
Properties=species:S:1:pos:R:3:forces:R:3:lowdin_charge:R:1
Sn 1.224 -0.611 0.362 1.4583 -0.5999 0.2852 1.3514
C 0.210 -4.059 0.461 0.0939 0.0962 0.0052 -0.0297
C 1.622 -3.809 0.885 -0.0396 -0.0492 0.0008 -0.3248
C 2.592 -4.708 1.307 -0.0347 -0.0067 -0.0152 0.0476
C 3.722 -3.948 1.584 -0.0830 -0.0843 -0.0177 -0.2348
C 5.053 -4.406 2.075 0.0333 0.1733 -0.0097 0.0040
N 3.424 -2.665 1.334 0.1957 -0.0884 0.0940 0.0393
N 2.138 -2.573 0.906 -0.2539 0.2442 -0.1401 -0.0851
B 4.285 -1.393 1.490 -0.1015 0.0145 -0.0359 -0.4974
N 4.379 -0.693 0.118 0.1810 -0.0113 0.0597 0.0387
N 3.257 -0.261 -0.514 -0.3963 0.0049 0.0016 -0.0795
C 3.628 0.302 -1.671 0.0254 0.0173 -0.0685 -0.3225
C 2.641 0.914 -2.611 0.0750 -0.0156 0.1224 -0.0296
C 5.012 0.231 -1.783 -0.0560 0.0134 -0.0118 0.0454
C 5.455 -0.405 -0.632 0.0037 0.0629 -0.1092 -0.2362
C 6.853 -0.740 -0.236 -0.0758 -0.0376 0.1008 0.0034
N 3.559 -0.442 2.472 0.1984 -0.0022 0.0891 0.0411
N 2.303 0.010 2.213 -0.3394 0.0145 -0.2013 -0.0770
C 1.924 0.781 3.241 -0.0076 0.0093 0.0743 -0.3189
C 0.592 1.457 3.284 0.1428 -0.0408 -0.0543 -0.0353
C 2.953 0.829 4.172 -0.0465 0.0148 -0.0227 0.0457
C 3.972 0.042 3.654 -0.0541 0.0700 0.0589 -0.2354
C 5.306 -0.259 4.249 -0.0153 -0.0487 -0.1102 0.0035
H -0.019 -5.120 0.518 -0.0077 0.0003 -0.0020 0.0900
H 0.051 -3.731 -0.568 -0.0267 -0.0373 -0.0014 0.0761
H -0.489 -3.524 1.107 -0.0245 -0.0360 -0.0054 0.0770
H 2.493 -5.776 1.401 0.0012 0.0157 0.0008 0.1254
H 5.055 -5.487 2.186 -0.0076 -0.0076 -0.0068 0.0919
H 5.292 -3.957 3.039 -0.0164 -0.0353 0.0120 0.0891
H 5.845 -4.124 1.380 -0.0036 -0.0466 -0.0103 0.0888
H 5.368 -1.664 1.896 -0.0154 0.0008 0.0005 0.1217
H 1.648 0.483 -2.478 -0.0153 0.0098 -0.0460 0.0435
H 2.952 0.754 -3.642 -0.0281 -0.0114 -0.0086 0.0925
H 2.577 1.991 -2.446 -0.0207 0.0001 -0.0241 0.0848
H 5.619 0.592 -2.597 -0.0027 -0.0121 0.0230 0.1262
H 7.542 -0.406 -1.008 -0.0076 -0.0025 -0.0053 0.0917
H 6.978 -1.814 -0.099 0.0106 0.0082 -0.0185 0.0893
H 7.122 -0.252 0.701 0.0123 0.0028 -0.0162 0.0900
H -0.136 0.936 2.657 -0.0365 0.0238 0.0219 0.0432
H 0.677 2.487 2.935 -0.0429 0.0059 0.0130 0.0740
H 0.215 1.482 4.304 -0.0271 -0.0179 -0.0077 0.0942
H 2.960 1.363 5.107 0.0107 -0.0204 -0.0080 0.1265
H 5.408 0.259 5.200 -0.0031 0.0009 -0.0014 0.0919
H 6.111 0.065 3.589 0.0041 0.0075 0.0239 0.0901
H 5.428 -1.328 4.422 -0.0006 0.0106 0.0160 0.0896
C -4.370 4.569 -3.288 0.1176 -0.1439 0.0119 -0.0002
C -5.011 3.832 -2.083 -0.2559 0.2145 -0.0896 -0.5378
C -5.158 4.845 -0.912 0.0639 -0.1226 0.0671 0.0019
C -6.401 3.334 -2.483 0.0729 -0.0402 0.0187 -0.0383
C -4.098 2.754 -1.623 0.1978 -0.0676 0.1985 -0.0216
C -2.768 3.124 -1.204 -0.1472 0.0771 -0.1285 -0.0432
C -1.948 2.201 -0.694 0.3262 0.0713 0.0731 -0.5083
Br -0.210 2.637 -0.173 -0.3308 0.0645 -0.0709 0.9192
C -2.378 0.766 -0.534 -0.0576 0.1238 -0.2094 -0.3076
O -1.648 -0.018 0.008 -0.4145 0.0704 0.2075 -0.0392
C -3.737 0.389 -1.087 -0.0795 -0.0701 -0.1209 -0.0006
C -4.511 1.393 -1.573 -0.0870 0.0873 -0.0040 0.0815
C -4.165 -1.052 -1.109 0.1743 -0.3148 0.0877 -0.5261
C -5.572 -1.237 -1.679 0.0042 0.1413 0.0102 -0.0423
C -4.135 -1.658 0.315 0.0218 0.2213 0.0230 -0.0092
C -3.165 -1.824 -2.007 0.0706 0.1594 -0.0092 -0.0057
H -5.054 5.360 -3.592 -0.0055 -0.0034 0.0037 0.1069
H -4.229 3.891 -4.131 -0.0090 0.0293 -0.0115 0.1028
H -3.413 5.028 -3.041 -0.0191 0.0128 -0.0079 0.0875
H -5.821 5.641 -1.246 -0.0054 -0.0131 -0.0129 0.1074
H -4.208 5.295 -0.625 -0.0167 0.0164 -0.0002 0.0884
H -5.603 4.370 -0.037 -0.0060 0.0304 -0.0011 0.1037
H -7.016 4.188 -2.762 0.0156 0.0010 -0.0075 0.1032
H -6.904 2.828 -1.656 -0.0215 0.0088 -0.0253 0.0998
H -6.360 2.665 -3.344 -0.0274 -0.0004 0.0144 0.1010
H -2.438 4.148 -1.299 -0.0667 0.0119 -0.0196 0.1201
H -5.493 1.152 -1.942 -0.0195 0.0502 -0.0227 0.1020
H -6.321 -0.711 -1.084 -0.0139 -0.0271 -0.0132 0.1007
H -5.823 -2.296 -1.656 0.0179 -0.0026 -0.0127 0.1029
H -5.642 -0.905 -2.717 -0.0124 -0.0111 0.0078 0.0987
H -4.826 -1.129 0.975 -0.0044 -0.0469 0.0037 0.1014
H -3.140 -1.627 0.748 -0.0379 -0.0541 0.0098 0.0724
H -4.455 -2.697 0.249 -0.0282 0.0070 -0.0032 0.1005
H -3.220 -1.476 -3.041 -0.0110 -0.0424 0.0082 0.1004
H -3.425 -2.882 -1.984 -0.0406 0.0148 -0.0249 0.1034
H -2.140 -1.718 -1.656 -0.0218 -0.0632 0.0053 0.0730
```
Positions in Å, forces in eV/Å.

Output
Strongest force on any atom = 1.60 eV/Å
Charge = +2
LUMO = -8.9 eV
HOMO energy = -13.647 eV